(1)
{"formula": "CH15B3OV", "method": "ωB97M-V with the def2-TZVPD basis set", "fmax_ev_per_a": 2.92, "homo_lumo_gap_ev": [4.70, 6.71], "e_homo_ev": [1.19, -0.85], "total_charge": -2, "multiplicity": 4, "de_lowest_kcal_mol": 34.1, "elements": ["V", "B", "H", "H", "H", "H", "B", "H", "H", "H", "H", "B", "H", "H", "H", "H", "C", "O", "H", "H", "H"], "coordinates": [[-0.036, -0.242, -0.136], [-1.604, -0.263, -1.828], [-0.667, -0.777, -2.216], [-2.370, -0.214, -2.703], [-2.016, -0.803, -0.919], [-1.367, 0.799, -1.489], [-0.004, -2.188, 0.927], [-0.165, -2.256, -0.193], [0.027, -3.270, 1.353], [0.941, -1.585, 1.118], [-0.839, -1.571, 1.400], [1.872, 0.047, -1.185], [1.343, -0.910, -1.486], [2.865, 0.194, -1.771], [1.085, 0.834, -1.419], [1.990, 0.113, -0.060], [-0.205, 2.411, 2.139], [-0.059, 1.541, 1.106], [0.748, 2.849, 2.490], [-0.815, 3.291, 1.847], [-0.725, 2.000, 3.024]], "mulliken_charge": [0.354, 0.069, -0.110, -0.255, -0.098, -0.031, -0.078, 0.006, -0.272, -0.045, -0.100, -0.023, -0.037, -0.286, 0.050, -0.057, -0.935, -0.846, 0.235, 0.212, 0.247]}

***

(2)
{"formula": "C3H9N3P", "method": "ωB97M-V with the def2-TZVPD basis set", "fmax_ev_per_a": 3.48, "homo_lumo_gap_ev": [7.49, 7.00], "e_homo_ev": [-14.19, -13.79], "smiles": "C[C@H](N)/N=C\\[N+]#[PH2]", "total_charge": 1, "de_lowest_kcal_mol": 91.6, "elements": ["C", "C", "N", "N", "C", "N", "P", "H", "H", "H", "H", "H", "H", "H", "H", "H"], "coordinates": [[2.192, 0.157, -0.510], [1.038, 0.225, 0.561], [0.297, -0.969, 0.400], [0.296, 1.480, 0.257], [-0.838, 1.393, -0.236], [-1.479, 0.153, -0.396], [-3.011, -0.277, 0.008], [2.062, -0.853, -0.986], [3.219, 0.072, -0.068], [2.237, 1.027, -1.177], [1.495, 0.176, 1.535], [0.233, -1.227, -0.596], [0.066, -1.673, 1.173], [-1.423, 2.225, -0.784], [-3.257, -0.341, 1.296], [-3.126, -1.568, -0.478]], "mulliken_charge": [-1.092, 0.480, -0.528, -0.502, 0.016, -0.146, 0.165, 0.287, 0.278, 0.342, 0.432, 0.340, 0.281, 0.352, 0.144, 0.150]}